1.
A molecular structure, C47H57Cl2N4O3SSeTi in a non-equilibrium geometry, computed with ωB97M-V with the def2-TZVPD basis set.

Geometry (Å):
Ti (-0.074, -0.631, -1.607)
C (-4.606, -2.219, 4.657)
C (-4.283, -0.884, 3.984)
C (-3.333, -0.106, 4.906)
C (-5.592, -0.095, 3.830)
C (-3.631, -1.068, 2.612)
C (-3.228, 0.039, 1.884)
C (-2.604, -0.098, 0.652)
Se (-2.104, 1.487, -0.317)
C (-0.511, 2.000, 0.629)
C (-0.638, 2.706, 1.812)
C (0.481, 3.100, 2.536)
C (1.718, 2.775, 1.994)
C (1.901, 2.081, 0.798)
C (0.753, 1.666, 0.090)
O (0.824, 0.971, -1.030)
C (3.353, 1.809, 0.364)
C (4.078, 3.156, 0.185)
C (3.515, 1.036, -0.948)
C (4.062, 0.989, 1.457)
C (0.309, 3.855, 3.855)
C (1.649, 4.141, 4.536)
C (-0.395, 5.195, 3.593)
C (-0.546, 3.020, 4.819)
C (-2.366, -1.363, 0.086)
O (-1.717, -1.482, -1.060)
C (-2.815, -2.506, 0.792)
C (-3.422, -2.319, 2.028)
C (-2.636, -3.910, 0.199)
C (-3.185, -4.996, 1.131)
C (-3.413, -3.999, -1.124)
C (-1.153, -4.237, -0.051)
H (-5.045, -2.035, 5.642)
H (-3.707, -2.824, 4.796)
H (-5.325, -2.801, 4.074)
H (-3.785, 0.032, 5.894)
H (-3.100, 0.881, 4.500)
H (-2.390, -0.645, 5.027)
H (-6.074, 0.047, 4.803)
H (-6.286, -0.627, 3.174)
H (-5.410, 0.891, 3.394)
H (-3.391, 1.041, 2.268)
H (-1.636, 2.942, 2.165)
H (2.607, 3.070, 2.533)
H (3.602, 3.744, -0.605)
H (5.120, 2.982, -0.100)
H (4.075, 3.754, 1.100)
H (3.056, 1.551, -1.790)
H (3.082, 0.037, -0.892)
H (4.585, 0.930, -1.153)
H (4.086, 1.510, 2.417)
H (5.096, 0.790, 1.156)
H (3.558, 0.030, 1.598)
H (2.287, 4.778, 3.918)
H (2.192, 3.218, 4.754)
H (1.474, 4.661, 5.483)
H (0.194, 5.809, 2.907)
H (-0.528, 5.749, 4.529)
H (-1.380, 5.043, 3.146)
H (-0.079, 2.049, 5.006)
H (-1.543, 2.835, 4.411)
H (-0.664, 3.539, 5.776)
H (-3.739, -3.195, 2.573)
H (-4.254, -4.870, 1.327)
H (-2.653, -5.017, 2.087)
H (-3.047, -5.969, 0.654)
H (-4.483, -3.850, -0.951)
H (-3.275, -4.988, -1.573)
H (-3.065, -3.252, -1.837)
H (-0.560, -4.104, 0.858)
H (-0.723, -3.602, -0.819)
H (-1.060, -5.281, -0.370)
Cl (2.466, -3.725, -4.532)
C (2.615, -3.566, -2.805)
C (3.569, -4.318, -2.131)
C (3.677, -4.198, -0.759)
Cl (4.887, -5.166, 0.061)
C (2.859, -3.340, -0.001)
C (2.893, -3.176, 1.415)
C (1.976, -2.289, 2.002)
C (1.089, -1.578, 1.233)
N (1.037, -1.696, -0.130)
C (1.909, -2.581, -0.728)
C (1.774, -2.688, -2.127)
O (0.848, -1.938, -2.722)
H (4.217, -4.990, -2.676)
H (3.599, -3.735, 2.010)
H (1.962, -2.147, 3.077)
H (0.381, -0.886, 1.678)
C (-2.154, 1.889, -5.303)
C (-2.651, 0.659, -4.912)
C (-1.989, -0.045, -3.919)
N (-0.874, 0.414, -3.334)
C (-0.387, 1.597, -3.725)
C (-0.998, 2.364, -4.700)
H (-2.661, 2.474, -6.062)
H (-3.544, 0.241, -5.355)
H (-2.345, -1.011, -3.583)
H (0.505, 1.925, -3.208)
H (-0.582, 3.329, -4.960)
N (-1.335, -3.496, -4.225)
H (-1.162, -3.944, -3.330)
H (-0.684, -2.715, -4.233)
H (-0.993, -4.137, -4.932)
S (2.893, 0.063, -4.345)
C (3.266, 1.543, -4.975)
N (2.355, 2.215, -5.765)
C (2.549, 3.436, -6.317)
C (3.704, 4.107, -6.114)
C (4.697, 3.484, -5.309)
C (4.490, 2.262, -4.768)
H (1.487, 1.722, -5.924)
H (1.730, 3.817, -6.912)
H (3.856, 5.082, -6.551)
H (5.632, 3.999, -5.124)
H (5.231, 1.778, -4.149)

Calculated values
* net charge: -1
* multiplicity: 3
* HOMO level (alpha / beta): -1.928 / -4.251 eV
* HOMO-LUMO gap (alpha / beta): 3.8 / 6.2 eV

2.
A molecular structure, C47H57CsGeN7, computed with ωB97M-V with the def2-TZVPD basis set.

Geometry (Å):
Cs (0.313, 0.281, 1.455)
C (2.371, 6.193, -0.820)
N (1.068, 5.561, -0.843)
C (0.033, 6.302, -0.154)
C (0.944, 4.196, -1.086)
N (0.264, 3.358, -0.367)
C (0.026, 3.579, 0.983)
C (1.003, 4.088, 1.824)
C (0.729, 4.400, 3.164)
C (-0.528, 4.223, 3.673)
C (-1.535, 3.619, 2.882)
C (-2.827, 3.398, 3.421)
C (-3.779, 2.751, 2.690)
C (-3.464, 2.235, 1.421)
C (-2.222, 2.415, 0.852)
N (-1.853, 1.658, -0.267)
C (-2.487, 1.680, -1.379)
N (-2.298, 0.658, -2.294)
C (-1.390, -0.409, -1.902)
C (-2.178, 1.000, -3.708)
N (-3.370, 2.669, -1.788)
C (-4.676, 2.324, -2.310)
C (-3.205, 4.039, -1.363)
C (-1.240, 3.202, 1.551)
N (1.559, 3.768, -2.224)
C (1.781, 4.626, -3.373)
C (1.644, 2.354, -2.542)
H (2.655, 6.435, 0.212)
H (2.367, 7.122, -1.397)
H (3.125, 5.527, -1.233)
H (-0.080, 7.277, -0.636)
H (0.261, 6.463, 0.904)
H (-0.915, 5.775, -0.219)
H (1.996, 4.262, 1.429)
H (1.520, 4.809, 3.781)
H (-0.768, 4.509, 4.689)
H (-3.034, 3.743, 4.426)
H (-4.768, 2.587, 3.099)
H (-4.189, 1.629, 0.889)
H (-1.655, -0.771, -0.911)
H (-0.342, -0.077, -1.911)
H (-1.497, -1.229, -2.611)
H (-2.814, 1.840, -3.966)
H (-2.474, 0.140, -4.309)
H (-1.146, 1.258, -3.967)
H (-4.711, 1.266, -2.557)
H (-4.902, 2.903, -3.211)
H (-5.457, 2.535, -1.570)
H (-2.163, 4.206, -1.095)
H (-3.837, 4.307, -0.510)
H (-3.455, 4.697, -2.201)
H (1.513, 5.653, -3.153)
H (1.169, 4.281, -4.213)
H (2.828, 4.585, -3.682)
H (1.373, 1.746, -1.684)
H (2.655, 2.107, -2.865)
H (0.955, 2.113, -3.358)
C (-3.604, -2.725, -0.438)
N (-2.963, -2.049, 0.676)
C (-3.949, -1.376, 1.502)
C (-2.150, -2.947, 1.484)
C (-1.010, -3.571, 0.717)
C (-1.049, -4.906, 0.303)
C (0.014, -5.466, -0.395)
C (1.145, -4.717, -0.690)
C (1.221, -3.383, -0.289)
C (0.135, -2.892, 0.382)
H (-4.296, -3.516, -0.105)
H (-2.856, -3.174, -1.090)
H (-4.166, -1.993, -1.019)
H (-4.654, -2.079, 1.975)
H (-4.521, -0.683, 0.883)
H (-3.455, -0.801, 2.287)
H (-2.765, -3.749, 1.931)
H (-1.748, -2.355, 2.306)
H (-1.919, -5.510, 0.540)
H (-0.038, -6.503, -0.703)
H (1.977, -5.168, -1.216)
H (2.106, -2.787, -0.476)
C (4.938, 0.137, -4.603)
C (5.641, 0.824, -3.621)
C (5.220, 0.780, -2.296)
C (4.083, 0.065, -1.915)
C (3.395, -0.621, -2.921)
C (3.813, -0.596, -4.245)
Ge (3.322, 0.022, -0.055)
C (4.239, -1.636, 0.635)
C (3.945, -2.078, 1.928)
C (4.469, -3.256, 2.445)
C (5.301, -4.044, 1.660)
C (5.604, -3.632, 0.369)
C (5.083, -2.443, -0.131)
C (4.448, 1.451, 0.812)
C (4.266, 2.779, 0.407)
C (4.968, 3.826, 0.989)
C (5.866, 3.574, 2.020)
C (6.057, 2.267, 2.445)
C (5.362, 1.224, 1.842)
H (5.264, 0.170, -5.635)
H (6.525, 1.392, -3.887)
H (5.787, 1.321, -1.545)
H (2.496, -1.178, -2.663)
H (3.259, -1.142, -5.000)
H (3.287, -1.484, 2.560)
H (4.225, -3.562, 3.456)
H (5.708, -4.968, 2.050)
H (6.257, -4.235, -0.251)
H (5.341, -2.140, -1.140)
H (3.561, 2.997, -0.394)
H (4.820, 4.843, 0.641)
H (6.414, 4.387, 2.480)
H (6.759, 2.055, 3.244)
H (5.544, 0.209, 2.180)

Calculated values
* multiplicity: 2
* HOMO level (alpha / beta): -5.974 / -5.968 eV
* HOMO-LUMO gap (alpha / beta): 6.0 / 5.3 eV

3.
10 unconnected molecules or ions with the total composition C47H57F3N5O23S2 in a non-equilibrium geometry, computed with ωB97M-V with the def2-TZVPD basis set.

Geometry (Å):
C (4.331, 4.651, 2.984)
N (2.940, 4.536, 3.353)
C (2.330, 5.532, 4.093)
C (0.896, 5.487, 4.305)
C (0.203, 4.279, 4.014)
C (0.910, 3.243, 3.332)
C (2.265, 3.415, 3.031)
C (-1.249, 4.105, 4.418)
C (-1.929, 4.910, 5.403)
C (-3.253, 4.649, 5.759)
N (-3.787, 3.552, 5.298)
C (-3.277, 2.799, 4.279)
C (-2.000, 3.134, 3.815)
C (-5.137, 3.126, 5.700)
H (4.729, 5.662, 3.072)
H (4.403, 4.319, 1.948)
H (4.820, 3.986, 3.696)
H (2.972, 6.358, 4.362)
H (0.284, 6.291, 4.685)
H (0.441, 2.316, 3.039)
H (2.858, 2.650, 2.551)
H (-1.507, 5.786, 5.874)
H (-3.880, 5.220, 6.429)
H (-3.972, 2.073, 3.883)
H (-1.658, 2.589, 2.947)
H (-5.682, 2.938, 4.775)
H (-5.480, 4.004, 6.248)
H (-5.208, 2.176, 6.230)
C (-0.197, -1.039, -0.057)
C (-0.068, 0.057, 1.013)
O (1.036, 0.268, 1.468)
O (-1.175, 0.586, 1.299)
H (-1.041, -1.029, -0.747)
H (-0.185, -1.947, 0.546)
H (0.674, -0.893, -0.695)
C (-4.627, 0.962, -6.452)
C (-3.369, 1.570, -6.249)
C (-2.606, 1.142, -5.158)
C (-2.992, 0.015, -4.442)
C (-4.146, -0.756, -4.858)
C (-4.934, -0.247, -5.834)
N (-2.126, -0.410, -3.321)
O (-1.029, 0.127, -3.093)
O (-2.579, -1.322, -2.647)
H (-5.165, 1.424, -7.267)
H (-3.135, 2.417, -6.877)
H (-1.708, 1.704, -4.950)
H (-4.382, -1.692, -4.373)
H (-5.794, -0.839, -6.112)
C (-0.717, -5.761, -4.085)
C (-1.002, -4.556, -3.466)
C (-1.545, -4.553, -2.150)
C (-1.639, -5.697, -1.358)
C (-1.377, -6.915, -2.031)
C (-1.032, -6.926, -3.370)
N (-2.076, -5.649, 0.053)
O (-2.462, -4.593, 0.541)
O (-2.090, -6.692, 0.709)
H (-0.314, -5.847, -5.083)
H (-0.904, -3.608, -3.974)
H (-1.650, -3.594, -1.663)
H (-1.444, -7.890, -1.573)
H (-1.007, -7.819, -3.977)
C (1.984, 1.734, -4.184)
C (2.463, 2.945, -4.800)
C (3.040, 3.841, -3.952)
C (2.981, 3.711, -2.570)
C (2.227, 2.700, -2.026)
C (1.813, 1.660, -2.793)
N (3.666, 4.722, -1.710)
O (4.279, 5.671, -2.239)
O (3.505, 4.654, -0.475)
H (1.698, 0.959, -4.880)
H (2.511, 3.138, -5.862)
H (3.500, 4.724, -4.371)
H (2.245, 2.681, -0.946)
H (1.400, 0.823, -2.250)
O (2.854, -6.281, -4.735)
S (3.524, -6.813, -3.592)
O (4.984, -6.932, -3.641)
O (3.253, -5.935, -2.230)
C (2.799, -4.539, -2.392)
C (1.834, -4.309, -1.191)
C (2.692, -8.323, -3.120)
H (2.247, -4.519, -3.332)
H (3.697, -3.921, -2.361)
H (1.246, -5.220, -1.082)
H (1.003, -3.605, -1.224)
H (2.401, -4.107, -0.282)
H (1.622, -8.118, -3.082)
H (3.156, -8.701, -2.209)
H (2.864, -9.104, -3.860)
O (2.601, -2.541, 5.677)
S (1.595, -2.750, 4.641)
O (0.968, -4.091, 4.743)
O (0.389, -1.686, 4.849)
C (0.650, -0.265, 4.782)
C (0.147, 0.230, 6.095)
C (2.163, -2.340, 2.911)
H (0.072, 0.202, 3.985)
H (1.732, -0.184, 4.677)
H (0.230, 1.316, 6.109)
H (0.714, -0.222, 6.909)
H (-0.896, -0.034, 6.268)
H (3.028, -2.971, 2.708)
H (2.473, -1.296, 2.955)
H (1.428, -2.610, 2.152)
C (-2.170, 3.539, 0.138)
C (-1.175, 3.112, -0.904)
O (-0.371, 4.269, -1.034)
C (-0.422, 4.992, 0.089)
O (0.309, 5.915, 0.449)
O (-1.476, 4.568, 0.759)
F (-1.823, 2.826, -1.960)
H (-2.416, 2.654, 0.725)
H (-3.076, 3.965, -0.292)
H (-0.487, 2.310, -0.635)
C (3.620, -0.465, -0.525)
C (4.779, -1.192, 0.104)
O (5.835, -1.158, -0.826)
C (5.463, -0.510, -1.893)
O (6.182, -0.213, -2.809)
O (4.124, -0.150, -1.766)
F (4.470, -2.490, 0.268)
H (3.233, 0.404, 0.006)
H (2.737, -1.100, -0.601)
H (5.049, -0.793, 1.081)
C (-4.358, -0.819, 0.250)
C (-3.938, 0.383, -0.551)
O (-4.324, 1.440, 0.315)
C (-5.204, 1.014, 1.225)
O (-5.891, 1.765, 1.914)
O (-5.217, -0.340, 1.235)
F (-4.668, 0.339, -1.680)
H (-3.432, -1.197, 0.684)
H (-4.823, -1.597, -0.355)
H (-2.873, 0.453, -0.771)

Calculated values
* net charge: +1
* HOMO level: -10.876 eV
* HOMO-LUMO gap: 5.5 eV

4.
A molecular structure, C47H57GeN3O2ReSeSi4 in a non-equilibrium geometry, computed with ωB97M-V with the def2-TZVPD basis set.

Geometry (Å):
Re (0.226, -0.240, 1.471)
O (-2.695, -0.675, 4.675)
C (-3.341, -1.902, 4.450)
C (-4.228, -2.414, 5.331)
C (-4.827, -3.634, 5.132)
C (-4.493, -4.322, 4.004)
C (-3.478, -3.887, 3.120)
C (-2.895, -2.643, 3.368)
C (-1.677, -2.084, 2.710)
O (-1.685, -1.214, 1.788)
N (-0.578, -2.472, 3.336)
N (0.395, -1.504, 3.087)
C (1.481, -1.542, 3.730)
C (2.342, -0.336, 3.607)
C (3.518, -0.234, 4.382)
C (4.147, 0.989, 4.399)
C (3.656, 2.036, 3.587)
C (2.601, 1.775, 2.759)
N (1.872, 0.638, 2.798)
H (-3.120, -0.249, 5.427)
H (-4.492, -1.771, 6.183)
H (-5.523, -4.038, 5.871)
H (-4.921, -5.305, 3.739)
H (-3.157, -4.510, 2.285)
H (1.669, -2.311, 4.484)
H (3.794, -1.076, 4.983)
H (5.054, 1.136, 4.959)
H (4.264, 2.959, 3.395)
H (2.387, 2.411, 1.909)
Se (-0.912, 1.208, -0.427)
C (0.425, 1.920, -1.636)
C (0.995, 1.054, -2.483)
C (1.940, 1.460, -3.449)
C (2.349, 2.776, -3.433)
C (1.869, 3.661, -2.485)
C (0.853, 3.263, -1.610)
H (0.760, -0.053, -2.495)
H (2.297, 0.706, -4.127)
H (3.075, 3.123, -4.200)
H (2.104, 4.676, -2.544)
H (0.385, 4.022, -1.008)
C (-4.511, 2.435, -4.246)
Si (-2.861, 2.148, -3.450)
C (-1.983, 0.759, -4.374)
C (-2.053, 3.861, -3.443)
Si (-3.241, 1.357, -1.208)
Si (-3.959, -0.908, -1.123)
C (-4.624, -1.686, 0.440)
C (-2.755, -2.099, -1.842)
C (-5.488, -0.435, -2.067)
Si (-4.304, 3.000, 0.271)
C (-3.346, 2.953, 1.946)
C (-4.129, 4.785, -0.382)
C (-6.150, 2.609, 0.496)
H (-4.958, 3.334, -3.828)
H (-5.170, 1.552, -4.211)
H (-4.260, 2.716, -5.296)
H (-2.687, 0.303, -5.088)
H (-1.704, -0.041, -3.714)
H (-1.053, 1.016, -4.866)
H (-2.843, 4.570, -3.733)
H (-1.347, 3.909, -4.273)
H (-1.557, 4.233, -2.569)
H (-3.933, -2.120, 1.153)
H (-5.336, -2.501, 0.094)
H (-5.211, -0.985, 1.021)
H (-1.720, -1.899, -1.565)
H (-2.818, -2.045, -2.909)
H (-2.948, -3.094, -1.412)
H (-5.257, 0.371, -2.759)
H (-6.245, -0.104, -1.306)
H (-6.001, -1.194, -2.667)
H (-3.442, 1.964, 2.443)
H (-3.592, 3.681, 2.691)
H (-2.277, 3.099, 1.757)
H (-4.611, 5.393, 0.409)
H (-4.617, 4.859, -1.356)
H (-3.078, 5.093, -0.507)
H (-6.378, 1.717, 1.114)
H (-6.467, 2.380, -0.529)
H (-6.677, 3.495, 0.846)
C (1.432, -0.554, 0.328)
Ge (3.153, -0.996, -0.496)
C (4.364, 0.549, -0.354)
C (4.048, 1.887, -0.215)
C (5.059, 2.805, 0.095)
C (6.374, 2.399, 0.148)
C (6.720, 1.120, -0.108)
C (5.733, 0.183, -0.315)
C (4.070, -2.194, 0.742)
C (3.953, -3.590, 0.598)
C (4.655, -4.426, 1.425)
C (5.450, -3.923, 2.451)
C (5.574, -2.562, 2.578)
C (4.858, -1.689, 1.763)
C (3.028, -1.901, -2.217)
C (1.940, -2.777, -2.478)
C (1.983, -3.516, -3.661)
C (3.125, -3.446, -4.479)
C (4.146, -2.568, -4.204)
C (4.128, -1.809, -3.012)
H (2.987, 2.155, -0.340)
H (4.736, 3.835, 0.288)
H (7.152, 3.107, 0.361)
H (7.767, 0.839, -0.162)
H (5.973, -0.886, -0.417)
H (3.338, -3.999, -0.201)
H (4.714, -5.496, 1.303)
H (6.001, -4.651, 3.010)
H (6.254, -2.203, 3.313)
H (4.938, -0.611, 1.889)
H (1.087, -2.904, -1.792)
H (1.231, -4.200, -3.950)
H (3.217, -4.128, -5.321)
H (5.009, -2.571, -4.821)
H (4.963, -1.156, -2.785)

Calculated values
* net charge: +1
* HOMO level: -9.795 eV
* HOMO-LUMO gap: 6.3 eV